Record 1
{
  "formula": "C2H4N2OS",
  "method": "wB97M-V/def2-TZVPD",
  "species": ["C", "C", "H", "H", "H", "H", "N", "N", "O", "S"],
  "positions_angstrom": [[-0.05, 0.60, -0.53], [0.08, -0.26, 0.77], [1.28, 1.29, -3.22], [0.00, -0.73, -3.61], [-0.14, 1.61, -0.84], [0.61, -1.74, -0.45], [0.14, 0.33, -2.90], [-0.19, -0.24, -1.61], [0.39, -1.57, 0.56], [-0.29, 0.59, 2.11]],
  "gap_ev": 7.27,
  "de_lowest_ev": 7.380,
  "homo_ev": -8.60
}

---

Record 2
{
  "formula": "C10H13N3O5Sc",
  "method": "wB97M-V/def2-TZVPD",
  "species": ["O", "C", "Sc", "O", "C", "C", "O", "C", "O", "C", "O", "C", "N", "C", "C", "N", "N", "C", "C", "H", "H", "H", "H", "H", "H", "H", "H", "H", "H", "H", "H", "H"],
  "positions_angstrom": [[-0.06, 3.31, -2.90], [0.11, 2.19, -2.67], [0.31, -0.06, -2.25], [-0.03, 0.01, -5.65], [0.13, -0.02, -4.51], [0.13, -2.27, -2.66], [-0.05, -3.39, -2.91], [-1.85, -0.07, -3.02], [-2.94, -0.04, -3.41], [2.43, -0.01, -3.05], [3.53, 0.02, -3.43], [-2.53, 0.21, 1.21], [-1.23, 0.11, 1.87], [-1.24, 0.10, 3.32], [-0.12, 0.05, 1.09], [-0.33, 0.12, -0.23], [1.16, -0.10, 1.53], [1.64, -0.14, 2.89], [2.16, -0.18, 0.48], [-3.32, 0.19, 1.96], [-2.71, -0.65, 0.54], [-2.64, 1.15, 0.66], [-0.88, -0.87, 3.71], [-0.72, 0.98, 3.73], [-2.29, 0.18, 3.64], [-1.33, 0.30, -0.33], [2.20, -1.08, 3.06], [2.34, 0.70, 3.07], [0.84, -0.09, 3.62], [1.98, -1.05, -0.17], [2.17, 0.73, -0.14], [3.15, -0.30, 0.93]],
  "gap_ev": 4.93,
  "de_lowest_ev": 0.000,
  "homo_ev": -19.00,
  "total_charge": 3
}

---

Looking at E_LUMO for the records above, in order, we have -0.049; -0.517 hartree.